Entry from the Open Molecules 2025 dataset: a molecular structure, C22H16EuN11S4Se (ωB97M-V/def2-TZVPD).

The orbital gap (alpha / beta) comes out at 0.2306 / 0.2317 Ha. Its spin multiplicity is 7. Its HOMO energy (alpha / beta) is -2.12 / -2.15 eV. The LUMO energy (alpha / beta) comes out at 4.15 / 4.15 eV. For the relative energy (zero: lowest compared OMol25 entry of this formula, charge and spin), the calculation gives 0.0 kcal/mol. As for the expectation value of S²: 12.024. The total energy comes out at -167485.385 eV. As for the total charge: -2. The calculation puts the largest force on an atom at 0.69 eV/A.

CARTESIAN COORDINATES (ANGSTROEM)
Eu (0.047, -0.875, 0.865)
S (1.316, -0.659, 3.411)
C (1.347, 1.007, 3.944)
C (1.400, 1.292, 5.320)
C (1.519, 2.577, 5.807)
C (1.600, 3.658, 4.932)
C (1.541, 3.409, 3.572)
C (1.388, 2.116, 3.082)
S (1.296, 1.876, 1.322)
C (-0.110, 2.972, 0.999)
C (-0.695, 2.816, -0.380)
C (-1.758, 3.645, -0.722)
C (-2.298, 3.546, -1.987)
C (-1.747, 2.645, -2.878)
C (-0.696, 1.848, -2.451)
C (-0.100, 0.862, -3.451)
S (-1.535, -1.529, -1.308)
C (-0.682, -3.080, -1.433)
C (-0.312, -3.540, -2.703)
C (0.389, -4.717, -2.885)
C (0.750, -5.470, -1.772)
C (0.394, -5.034, -0.511)
C (-0.336, -3.855, -0.301)
S (-0.759, -3.419, 1.365)
N (-0.188, 1.912, -1.219)
H (1.341, 0.455, 6.003)
H (1.553, 2.739, 6.878)
H (1.711, 4.669, 5.300)
H (1.615, 4.232, 2.872)
H (0.197, 4.013, 1.118)
H (-0.875, 2.758, 1.745)
H (-2.165, 4.320, 0.018)
H (-3.143, 4.159, -2.271)
H (-2.115, 2.541, -3.889)
H (0.595, -0.706, -2.243)
H (-0.926, 0.240, -3.811)
H (-0.589, -2.937, -3.560)
H (0.665, -5.036, -3.883)
H (1.323, -6.383, -1.885)
H (0.688, -5.601, 0.362)
N (3.149, -0.454, -2.532)
C (2.178, 0.255, -3.171)
N (2.594, 1.122, -4.077)
N (1.613, 1.708, -4.848)
N (0.398, 1.619, -4.618)
N (0.905, 0.009, -2.898)
C (3.009, -1.212, -1.377)
N (3.965, -2.007, -0.930)
N (3.479, -2.483, 0.237)
N (2.294, -2.024, 0.427)
N (1.953, -1.193, -0.576)
H (4.083, -0.299, -2.873)
Se (-4.239, 2.172, 1.768)
C (-2.819, 1.059, 1.681)
N (-1.856, 0.407, 1.637)

Forces on atoms 1 to 6 (eV/Å):
Eu -0.04 -0.59 0.36
S -0.10 0.23 0.07
C 0.00 -0.17 -0.05
C 0.00 -0.07 0.06
C 0.00 0.05 0.00
C 0.00 -0.06 -0.02

These are the natural (NBO) partial charges, in e, on atoms 1 to 5: Eu 1.3209; S -0.3171; C -0.1692; C -0.2242; C -0.2154